Below is a structure of composition C60H51BrFGeP3Re in a non-equilibrium geometry, with properties calculated with wB97M-V/def2-TZVPD.

Values from the calculation:
- spin multiplicity = 4
- charge = +2
- gap between HOMO and LUMO (alpha / beta) (eV) = 7.33 / 6.21
- energy (hartree) = -8169.55905

Each line ends with the Löwdin spin population.
Geometry (Å):
1 H -3.26 -3.57 1.17  0.000
2 H 3.44 -2.83 -4.67  0.002
3 H 0.52 -3.91 4.62  0.000
4 C 2.62 -3.12 -2.62  0.036
5 H 3.47 -1.33 -3.62  0.002
6 C 5.13 -1.95 0.82  0.003
7 H 5.69 -3.43 2.32  0.000
8 H -4.86 5.29 0.47  0.000
9 C 4.20 2.20 0.27  0.000
10 C 1.39 1.47 5.47  0.000
11 H 0.73 4.42 -4.73  0.000
12 Re 0.28 0.10 -0.47  2.200
13 H 0.32 -4.29 -0.36  0.001
14 C 4.05 -2.24 2.99  0.002
15 C 4.09 4.60 -0.23  -0.003
16 C 2.62 1.57 3.44  0.000
17 C 2.58 1.74 4.81  0.001
18 C 2.82 2.22 0.42  0.011
19 F -2.35 1.68 4.13  0.003
20 H -1.06 -0.53 -2.14  -0.002
21 Ge -1.54 1.17 2.62  0.024
22 H -2.76 -3.33 -4.71  0.000
23 C -1.69 -2.34 -1.10  0.000
24 P 1.98 0.73 1.05  0.051
25 H -4.59 1.97 -5.03  0.000
26 C -2.98 1.45 -2.13  -0.004
27 H 0.78 -3.98 -3.40  0.000
28 H 4.35 -4.38 -2.53  0.003
29 H 3.41 2.14 5.34  0.000
30 H 2.12 5.47 -0.29  0.000
31 H -5.36 -0.89 -1.95  0.000
32 C -3.66 4.60 2.01  0.000
33 P -1.58 2.00 -1.06  0.021
34 H 1.39 -6.09 0.94  0.000
35 C -2.28 2.72 1.62  0.006
36 C -2.55 -4.02 -2.74  -0.001
37 C -3.23 1.99 -3.37  -0.002
38 H -3.66 0.13 -0.50  0.000
39 C -4.11 4.57 0.74  0.001
40 H 3.57 1.63 2.92  0.000
41 C 1.94 -2.25 -1.65  0.287
42 C 0.23 1.00 3.35  0.010
43 H -1.71 -1.13 -4.29  0.000
44 H 5.89 3.43 -0.23  0.000
45 H -2.98 -4.96 -3.00  0.000
46 H -4.10 0.61 3.63  0.000
47 H -2.64 2.85 -3.73  0.000
48 H 2.29 -0.98 3.29  0.000
49 H 0.88 6.54 -3.50  0.000
50 C 1.77 -4.32 -3.09  0.012
51 H -2.34 -4.36 -0.62  0.000
52 C -4.83 -1.30 3.16  0.000
53 H 5.93 -2.28 0.18  0.000
54 C -2.55 -1.54 1.56  0.003
55 C -4.60 -2.49 2.54  0.000
56 C -0.23 -3.06 2.77  0.001
57 C -3.89 -0.28 3.08  0.001
58 H 1.97 -1.93 -4.29  0.001
59 H 1.54 -5.82 3.39  0.000
60 H 4.59 5.49 -0.49  0.000
61 C -2.38 -3.08 -3.76  -0.001
62 C 3.89 -3.56 -1.97  0.017
63 C 4.20 -0.99 0.49  -0.001
64 H -0.14 6.77 -1.15  0.000
65 C -0.26 3.41 -3.17  0.003
66 C -3.81 0.44 -1.51  -0.001
67 C -2.61 2.76 0.25  0.007
68 H 1.67 -5.07 -2.34  0.000
69 H -2.54 3.63 3.52  0.000
70 C 0.31 4.53 -3.73  0.002
71 H -1.20 4.79 -0.16  0.000
72 H 0.96 3.38 0.42  0.003
73 C -1.46 -1.49 -2.22  -0.003
74 C 2.93 -2.23 -3.86  0.014
75 C -0.18 5.86 -1.73  0.001
76 C 2.70 4.59 -0.07  0.001
77 C 1.06 -5.05 2.83  0.000
78 H 4.32 -0.48 -0.47  0.001
79 H -5.90 0.03 -4.19  0.000
80 C 0.95 -5.21 1.47  0.002
81 H 4.03 -2.74 3.91  0.000
82 C 4.82 3.39 -0.12  0.002
83 H 4.54 -2.79 -1.82  0.000
84 C 1.44 1.19 2.71  0.017
85 C -4.80 -0.08 -2.30  0.000
86 P -1.10 -1.74 0.51  0.026
87 C 3.09 -1.29 2.63  -0.001
88 C -1.84 -1.85 -3.46  -0.001
89 C -2.18 -3.62 -1.44  -0.001
90 Br 1.55 1.12 -2.28  0.192
91 C -0.79 3.49 -1.85  0.007
92 C 3.21 -0.59 1.39  0.006
93 H -3.85 3.70 -1.22  0.000
94 H -0.68 1.04 5.28  0.000
95 H -5.17 -3.39 2.70  0.000
96 H 4.81 1.33 0.45  0.000
97 C -5.06 0.43 -3.58  -0.001
98 C -3.59 3.69 -0.18  0.000
99 C 0.43 -4.02 3.52  0.000
100 C -2.74 -0.37 2.27  0.006
101 C 0.24 1.12 4.74  0.001
102 C -4.36 1.49 -4.08  0.000
103 H -0.26 2.48 -3.82  0.002
104 H -5.75 -1.11 3.69  0.000
105 H -4.07 5.37 2.63  0.000
106 C -0.27 -3.17 1.36  0.006
107 H 3.75 -4.05 -0.96  0.001
108 H 1.25 1.56 6.54  0.000
109 C -3.46 -2.62 1.71  -0.001
110 C 5.04 -2.62 2.06  -0.003
111 C 2.07 3.42 0.28  0.003
112 C -0.78 4.75 -1.15  0.002
113 C 0.34 5.72 -3.02  0.001
114 C 1.35 -1.50 -0.88  0.015
115 H -0.70 -2.24 3.23  0.000
116 C -2.82 3.62 2.50  0.001
117 C 0.34 -4.20 0.71  0.001
118 H 2.28 -4.79 -3.94  0.002

Below is a structure of composition C51H31I4N10O4S3Sn in a non-equilibrium geometry, with properties calculated with wB97M-V/def2-TZVPD.

Values from the calculation:
- relative energy (zero: lowest compared OMol25 entry of this formula, charge and spin) (eV) = 0.347
- charge = -1
- gap between HOMO and LUMO (eV) = 5.24
- energy (hartree) = -5410.18956

Each line ends with the Mulliken charge.
Geometry (Å):
1 H -3.75 3.15 -3.11  -0.079
2 C 2.69 -1.96 -1.41  0.658
3 C 3.32 -1.91 0.95  0.722
4 H 4.40 -4.98 -0.13  0.470
5 H -4.18 6.01 -4.09  0.375
6 N -1.34 -2.51 -0.51  0.040
7 C -1.78 0.92 3.63  -1.299
8 C -1.88 -3.67 -0.62  0.911
9 C -1.69 1.24 -0.15  0.405
10 C 1.91 -1.93 -3.53  -1.551
11 C -4.42 0.69 1.71  -0.068
12 N -1.21 5.54 -1.11  -0.692
13 C 3.55 -1.78 3.18  -0.912
14 S 1.08 1.95 1.93  -0.008
15 C 2.35 -1.22 2.90  -0.381
16 C 3.52 -2.29 -0.37  1.051
17 C -1.16 -1.68 -6.38  -0.576
18 H -1.58 -2.61 -6.78  0.407
19 H 1.07 4.87 -0.10  0.294
20 C -2.28 4.64 -2.78  0.414
21 H -2.78 1.21 3.95  0.669
22 H 3.79 -2.99 -3.16  0.398
23 I -0.80 -0.55 -9.20  0.044
24 C 5.09 -4.37 -0.65  -0.030
25 C -3.50 1.72 1.47  -1.009
26 H 0.34 1.49 -4.73  0.441
27 C 0.29 -0.08 3.54  0.115
28 C -0.41 -0.46 -4.44  -0.356
29 H 1.73 -2.01 -4.60  0.475
30 C -2.59 1.51 -1.15  -0.582
31 H -3.09 3.80 1.37  0.545
32 H 5.55 -1.12 -1.51  0.437
33 C 7.23 -4.04 -1.50  0.281
34 O 1.49 4.51 2.68  -0.617
35 C -4.54 5.05 -3.82  -1.532
36 S 0.45 3.64 3.15  0.996
37 N 1.53 -1.22 -1.35  -0.185
38 C -3.85 3.07 1.50  -0.190
39 H 0.19 1.28 -7.35  0.282
40 H -2.59 1.01 -3.32  0.564
41 C -0.67 -0.62 -7.14  0.169
42 C 5.81 -2.17 -1.37  -0.003
43 C -1.34 1.00 2.30  -0.203
44 H -5.13 5.08 -2.95  0.343
45 C 2.04 -0.49 6.27  -0.056
46 Sn 0.58 -0.76 0.38  1.850
47 C 1.38 -1.29 5.31  -1.252
48 H 1.75 4.17 -1.53  0.259
49 H -3.60 2.05 -1.04  0.334
50 H -4.16 -0.38 1.58  0.432
51 N -0.63 0.53 -0.70  0.037
52 C 1.02 -1.16 -2.63  0.399
53 I -8.01 3.05 2.31  0.069
54 C 1.25 -1.97 7.96  0.009
55 C -2.04 1.33 1.21  1.050
56 H -1.15 -2.47 -4.38  0.540
57 C -2.61 -4.00 -1.83  -0.229
58 C -6.08 2.37 2.03  0.104
59 H 0.21 -2.94 4.82  0.456
60 H 2.46 -0.24 8.35  0.372
61 C 2.92 -2.42 -2.83  -1.412
62 I 1.13 -2.58 10.00  0.041
63 H 2.55 0.44 5.95  0.420
64 H -5.60 4.36 1.66  0.396
65 C -3.38 4.06 -3.59  0.241
66 C 0.68 -2.42 5.68  0.029
67 C 1.93 -0.80 7.58  -0.663
68 C -2.09 0.96 -2.34  -0.720
69 C 4.13 -2.30 2.02  -1.472
70 C 6.32 -4.90 -0.99  -0.806
71 H -0.88 -0.02 5.42  0.475
72 C -0.21 0.56 -6.61  -0.795
73 C -2.01 -4.74 0.32  0.027
74 H -0.11 -3.56 7.33  0.343
75 C -5.18 3.39 1.80  -0.844
76 N 1.08 4.82 -1.10  -0.513
77 N 0.00 0.50 2.21  0.690
78 C 0.60 -2.78 7.03  -0.706
79 N -3.25 -4.40 -2.68  -0.466
80 C -0.08 -0.47 -3.00  0.646
81 H -5.09 4.70 -4.69  0.422
82 H -6.52 0.32 2.17  0.447
83 C 7.04 -2.70 -1.78  -0.823
84 H -2.96 3.75 -4.54  0.346
85 I 9.06 -4.94 -1.97  0.027
86 C -0.84 0.29 4.37  -1.556
87 O -0.85 3.94 2.72  -0.461
88 N 2.16 -1.31 1.52  0.192
89 H 5.08 -2.79 1.90  0.527
90 C -0.97 -1.59 -4.99  -0.071
91 H 3.92 -1.84 4.19  0.650
92 O -0.68 -2.27 0.59  -0.342
93 C -0.03 0.61 -5.27  -0.296
94 H 7.81 -2.08 -2.22  0.394
95 C -0.21 4.87 -1.62  0.655
96 C 4.80 -2.98 -0.76  -1.229
97 C -5.72 1.00 2.00  -0.798
98 O 0.54 3.06 4.47  -0.561
99 H 6.44 -5.97 -0.93  0.388
100 N -2.34 5.45 -1.79  -0.353
101 N -2.23 -5.72 0.87  -0.484
102 C 1.37 -0.78 3.91  1.695
103 S -0.66 3.95 -2.99  -0.132
104 C -0.87 0.30 -2.07  -0.158